Below is a molecular structure, C5H10MgO3Y at a distorted geometry, with properties calculated with ωB97M-V/def2-TZVPD.

Positions of all 20 atoms, in Å:
O1 0.177 0.237 -1.329
Mg1 -0.042 -3.427 0.601
C1 -1.627 1.440 -0.393
H1 1.817 -0.618 -2.127
Y1 1.079 0.892 0.621
C2 1.406 -0.168 2.747
C3 0.739 -0.595 -2.326
H2 -1.575 0.578 -2.401
H3 1.256 0.677 3.428
H4 -2.191 0.535 -0.087
H5 -0.639 -0.910 3.164
C4 0.342 -1.102 2.693
O2 0.529 -2.238 2.154
O3 -0.754 1.773 0.639
H6 2.421 -0.571 2.638
H7 -0.496 1.982 -2.196
H8 -2.352 2.245 -0.616
C5 -0.909 1.093 -1.693
H9 0.459 -0.202 -3.315
H10 0.360 -1.620 -2.203

Results
HOMO-LUMO gap (alpha / beta) ... 3.8 / 3.8 eV
Electronic energy ... -17969.4646 eV
Charge ... +1
HOMO level (alpha / beta) ... -8.80 / -8.80 eV
Energy above the lowest of the compared OMol25 structures with the same formula, charge and spin ... 0.0 kcal per mole
Multiplicity ... 1

These are the Mulliken partial charges, in e, on atoms 1 to 8: -0.274, 0.132, -0.352, 0.244, 1.333, -1.321, -0.620, 0.457